DFT (the ωB97M-V functional and the def2-TZVPD basis) results for a molecular structure, C27H28EuN2Si at a distorted geometry.

Atoms and positions in Å:
Eu1 -1.78 -0.82 1.49
Si1 0.48 1.11 -2.54
N1 1.64 -0.41 2.25
N2 -0.09 -2.48 2.09
C1 -0.97 -3.50 1.97
C2 1.96 0.36 -3.38
C3 -2.08 3.06 -4.55
C4 1.11 -1.15 5.83
C5 -0.05 -2.86 4.49
C6 -2.24 2.35 1.06
C7 0.31 -2.29 5.75
C8 0.46 -2.22 3.33
C9 3.48 -1.48 -3.86
C10 -3.15 3.23 -3.66
C11 1.30 -1.04 3.41
C12 -1.45 -4.24 3.06
C13 4.57 -0.61 -3.85
C14 -1.03 2.50 0.32
C15 1.59 -0.50 4.67
C16 -1.25 1.23 -3.22
C17 4.35 0.75 -3.65
C18 3.05 1.25 -3.50
C19 -0.99 -3.91 4.32
C20 -3.37 2.25 -2.68
C21 -1.21 1.97 -4.42
C22 2.18 -1.01 -3.61
C23 -0.46 1.89 2.45
C24 -1.88 2.00 2.40
C25 -2.44 1.23 -2.47
C26 -1.51 -1.64 -0.49
C27 0.06 2.18 1.16
H1 -0.09 -2.77 6.66
H2 0.13 1.73 3.36
H3 -2.58 1.90 3.23
H4 -0.44 1.81 -5.18
H5 -1.56 -1.01 -1.40
H6 1.11 2.20 0.86
H7 -1.31 -3.68 0.94
H8 -0.97 2.86 -0.71
H9 1.34 -1.71 -3.53
H10 2.88 2.32 -3.38
H11 2.19 0.41 4.74
H12 -2.26 -2.46 -0.57
H13 1.35 -0.73 6.80
H14 -1.32 -4.44 5.22
H15 -2.61 0.50 -1.67
H16 0.34 0.43 -1.23
H17 -1.89 3.78 -5.34
H18 5.59 -0.99 -3.98
H19 5.19 1.43 -3.56
H20 -0.49 -2.08 -0.51
H21 -4.26 2.30 -2.05
H22 2.23 0.41 2.27
H23 3.64 -2.54 -4.05
H24 -3.82 4.08 -3.75
H25 -3.24 2.55 0.68
H26 -2.16 -5.05 2.88
H27 0.81 2.45 -2.30
H28 1.60 -0.92 1.36

Values from the calculation:
E_tot	-58629.4145	eV
total charge	+1
spin multiplicity	7
max |F|	3.96	eV/A